# 1
C25H49Br20O2 | ωB97M-V/def2-TZVPD

Each line ends with the Löwdin charge.
Geometry (Å):
1 C 4.11241 -0.44399 -3.31053  -0.09
2 C 4.18966 1.06131 -2.75357  -0.37
3 C 5.23663 1.99687 -3.58067  -0.10
4 C 2.75904 1.76136 -2.55403  -0.14
5 C 1.76784 1.61835 -3.80889  -0.59
6 O 0.53990 1.32474 -3.52660  -0.14
7 O 2.11499 1.82703 -5.11959  -0.21
8 H 3.05692 -0.78191 -3.58954  0.08
9 H 4.74672 -0.52377 -4.25338  0.06
10 H 4.55521 -1.15775 -2.52459  0.07
11 H 4.65181 0.98645 -1.69573  0.11
12 H 4.70680 2.90136 -4.05893  0.01
13 H 6.01747 2.44542 -2.86079  0.07
14 H 5.73686 1.42856 -4.43135  0.06
15 H 2.27573 1.23771 -1.64708  0.08
16 H 2.81454 2.87527 -2.30432  0.09
17 Br -5.14832 -1.16777 -3.22921  0.55
18 C -3.75407 0.13511 -3.63718  -0.67
19 C -2.57098 -0.01938 -2.71551  -0.67
20 Br -2.94100 0.73053 -0.95381  0.58
21 H -4.21593 1.12068 -3.58475  0.05
22 H -3.46562 -0.07183 -4.66878  0.06
23 H -1.71361 0.54665 -3.09073  0.04
24 H -2.27561 -1.05731 -2.56276  0.02
25 Br -7.83459 -3.43600 -1.13116  0.59
26 C -6.57233 -4.89491 -1.40907  -0.69
27 C -5.87063 -5.26425 -0.12558  -0.71
28 Br -4.48372 -3.97017 0.31944  0.59
29 H -5.88946 -4.57898 -2.19774  0.00
30 H -7.17704 -5.72865 -1.77005  0.06
31 H -5.34715 -6.21596 -0.23425  0.03
32 H -6.54112 -5.31970 0.73205  0.05
33 Br 4.21896 6.33301 -3.73990  0.59
34 C 3.36778 6.53549 -5.48289  -0.70
35 C 2.80746 5.22339 -5.97847  -0.68
36 Br 4.22100 4.06742 -6.65574  0.63
37 H 4.11276 6.96398 -6.15316  0.04
38 H 2.56819 7.26133 -5.32366  0.05
39 H 2.14239 5.38639 -6.82803  0.06
40 H 2.27571 4.65976 -5.21035  0.04
41 Br -3.01868 -4.09949 -2.93127  0.62
42 C -1.75986 -5.56174 -3.20235  -0.68
43 C -1.06377 -5.92449 -1.91451  -0.70
44 Br 0.32484 -4.63218 -1.46989  0.61
45 H -1.07494 -5.25186 -3.99144  0.05
46 H -2.36551 -6.39624 -3.56033  0.05
47 H -0.54188 -6.87793 -2.01393  0.05
48 H -1.73894 -5.97256 -1.05967  0.04
49 Br 1.69894 -7.75701 0.63545  0.59
50 C 1.16479 -7.35175 2.46533  -0.69
51 C 0.45106 -6.02486 2.54315  -0.73
52 Br 1.71036 -4.54076 2.43741  0.60
53 H 2.06541 -7.39305 3.07756  0.05
54 H 0.49746 -8.16577 2.75342  0.04
55 H -0.04278 -5.91006 3.50829  -0.03
56 H -0.27996 -5.88041 1.74714  0.04
57 Br -1.89453 -7.61605 5.39121  0.62
58 C -2.08221 -5.98282 6.43831  -0.68
59 C -3.00419 -5.00256 5.75721  -0.68
60 Br -2.11515 -4.11188 4.27061  0.67
61 H -1.07808 -5.59128 6.59997  0.06
62 H -2.50035 -6.30348 7.39391  0.06
63 H -3.28646 -4.20105 6.44165  0.06
64 H -3.90584 -5.46608 5.35641  0.05
65 Br 0.57089 2.88679 0.07557  0.65
66 C -0.00387 4.70784 -0.29612  -0.69
67 C 0.93863 5.38690 -1.25874  -0.67
68 Br 2.58317 5.94701 -0.37551  0.54
69 H -0.08813 5.21933 0.66218  -0.01
70 H -0.99705 4.60819 -0.73763  0.06
71 H 0.49743 6.30824 -1.64307  0.06
72 H 1.22893 4.75127 -2.09601  0.04
73 Br 0.68751 7.39714 2.41093  0.63
74 C 0.96668 9.26433 2.89349  -0.71
75 C 1.30976 10.09693 1.68338  -0.68
76 Br 3.16078 9.82122 1.13623  0.61
77 H 1.73847 9.28222 3.66147  -0.04
78 H 0.02005 9.59003 3.32840  0.06
79 H 1.23772 11.16071 1.91596  0.05
80 H 0.68626 9.87641 0.81705  0.05
81 Br -5.02864 -8.23189 2.28760  0.61
82 C -4.83578 -9.85242 3.35326  -0.69
83 C -6.05571 -10.09540 4.20724  -0.70
84 Br -6.07742 -8.91525 5.75746  0.59
85 H -3.91895 -9.74443 3.93279  0.03
86 H -4.70901 -10.65678 2.62684  0.06
87 H -6.04183 -11.10575 4.61900  0.06
88 H -6.99344 -9.93831 3.67467  0.05
89 Br 7.23585 9.14660 3.58608  0.61
90 C 5.80983 10.27652 4.28377  -0.70
91 C 5.10930 9.61899 5.44693  -0.68
92 Br 3.89105 8.22398 4.84089  0.66
93 H 5.14383 10.49955 3.44993  0.01
94 H 6.30558 11.19472 4.60328  0.06
95 H 4.47887 10.33836 5.97218  0.06
96 H 5.79387 9.15652 6.15773  0.05

## Properties
total charge = -1
HOMO-LUMO gap = 5.43 eV
LUMO level = 1.28 eV
ΔE to the lowest compared entry with this formula, charge and spin = 170.1 kJ/mol
multiplicity = 1
E = -52612.76730 Ha
HOMO level = -4.1568 eV

---

# 2
H2N3O2 | ωB97M-V/def2-TZVPD

Each line ends with the natural charge from an NBO analysis.
Geometry (Å):
1 N 1.35579 0.98606 0.03702  -0.53
2 N -1.23219 0.84423 -0.06519  -0.28
3 N 0.42306 0.14986 0.04370  0.33
4 O 0.42758 -1.10925 0.03733  -0.58
5 O -1.97739 -0.34369 -0.02325  -0.69
6 H 2.27297 0.51614 0.03214  0.28
7 H -1.26982 -1.04336 -0.06175  0.46

## Properties
total charge = -1
HOMO-LUMO gap (spin up / spin down) = 6.59 / 6.59 eV
LUMO level (spin up / spin down) = 5.00 / 5.00 eV
ΔE to the lowest compared entry with this formula, charge and spin = 356.1 kJ/mol
multiplicity = 1
E = -315.77333 Ha
HOMO level (spin up / spin down) = -1.5945 / -1.5961 eV

---

# 3
C17H41InN7O13 | ωB97M-V/def2-TZVPD

Each line ends with the Löwdin charge.
Geometry (Å):
1 C 3.58708 2.49556 2.08026  -0.18
2 C 3.08266 1.61426 1.21228  -0.28
3 In 1.16251 0.61685 1.61771  0.64
4 C 0.26336 -0.29323 -0.19316  -0.29
5 C -1.04482 0.37155 -0.65228  -0.32
6 C -2.29923 -0.41408 -0.26774  -0.23
7 C -2.65101 -0.38001 1.22189  -0.18
8 C -3.61465 0.73553 1.59914  -0.23
9 O -4.43981 0.32112 2.68447  -0.20
10 C -4.76734 1.36262 3.56612  -0.14
11 C 1.68238 -1.00652 3.08018  -0.25
12 C 0.57857 -1.96393 3.30966  -0.56
13 C 0.89396 -3.41876 2.99544  -0.07
14 N -0.58544 -1.59197 3.69724  0.09
15 H 4.52942 3.03104 1.95915  0.03
16 H 3.03915 2.72889 2.99352  0.00
17 H 3.69455 1.44118 0.31975  0.00
18 H 0.07322 1.82824 2.33993  -0.07
19 H 0.09332 -1.36286 -0.01041  0.03
20 H 1.01681 -0.22859 -0.98557  0.01
21 H -1.13582 1.37757 -0.21731  0.08
22 H -1.06099 0.50378 -1.73955  0.07
23 H -2.14853 -1.45767 -0.57430  0.10
24 H -3.15139 -0.03780 -0.85226  0.10
25 H -3.09940 -1.32271 1.55363  0.10
26 H -1.74778 -0.27168 1.82784  0.07
27 H -4.26820 0.99157 0.74892  0.12
28 H -3.07090 1.64531 1.87981  0.12
29 H -5.55266 0.99916 4.23069  0.08
30 H -3.90280 1.65892 4.17332  0.09
31 H -5.14300 2.24536 3.03034  0.08
32 H 1.95311 -0.49582 4.00815  0.04
33 H 2.56774 -1.52481 2.70404  0.03
34 H 0.85667 -3.56292 1.91004  0.08
35 H 1.90339 -3.67678 3.31843  0.07
36 H 0.17232 -4.09875 3.45371  0.06
37 H -1.19808 -2.39932 3.81095  0.03
38 C -0.53262 0.79003 -5.67801  0.05
39 N -0.74014 -0.12254 -4.52412  -0.44
40 O -1.76481 -0.77669 -4.48044  0.06
41 O 0.16535 -0.19950 -3.72214  0.05
42 H -1.37315 0.68934 -6.35214  0.09
43 H -0.42591 1.80138 -5.29611  0.10
44 H 0.39921 0.48284 -6.14106  0.08
45 C 0.97588 -3.16850 -3.76470  0.06
46 N 1.35481 -3.44351 -5.17561  -0.43
47 O 1.51012 -4.59193 -5.52787  0.07
48 O 1.46908 -2.47885 -5.91577  0.03
49 H 0.85882 -4.11428 -3.25146  0.10
50 H 1.74385 -2.53984 -3.32470  0.11
51 H 0.04778 -2.60725 -3.80582  0.08
52 C 4.98636 3.53103 5.92522  0.04
53 N 5.75654 3.43995 4.65482  -0.45
54 O 6.34687 2.40586 4.41916  0.06
55 O 5.72341 4.40295 3.91981  0.05
56 H 5.18311 2.63100 6.49519  0.09
57 H 5.30342 4.42996 6.44372  0.10
58 H 3.94395 3.58882 5.62327  0.06
59 C -4.94482 -2.84186 -0.46423  0.05
60 N -3.96470 -3.85443 -0.94386  -0.45
61 O -3.79008 -3.95694 -2.14100  0.06
62 O -3.41353 -4.52684 -0.09741  0.06
63 H -5.35134 -2.33477 -1.33060  0.10
64 H -5.70396 -3.37981 0.09595  0.10
65 H -4.41649 -2.15618 0.19179  0.07
66 C 1.42796 -2.03197 -8.88025  0.04
67 N 1.22916 -0.56926 -8.69101  -0.45
68 O 2.20649 0.12265 -8.50011  0.07
69 O 0.08660 -0.15242 -8.74500  0.04
70 H 2.48804 -2.23622 -8.80889  0.10
71 H 0.87489 -2.52897 -8.09072  0.07
72 H 1.01333 -2.28543 -9.85197  0.10
73 C 0.16297 4.78943 3.98399  0.04
74 N 1.41418 4.34553 4.65439  -0.43
75 O 1.32956 3.83318 5.75500  0.06
76 O 2.44346 4.49657 4.03542  0.03
77 H -0.66730 4.58286 4.64742  0.09
78 H 0.27565 5.84817 3.76999  0.10
79 H 0.09959 4.22615 3.05578  0.07

## Properties
total charge = -1
HOMO-LUMO gap = 6.29 eV
LUMO level = 1.71 eV
multiplicity = 1
E = -2223.23720 Ha
HOMO level = -4.5853 eV